C3H6BrNSi | ωB97M-V with the def2-TZVPD basis set

Element x y z (Å)
1 C 1.19789 2.70173 0.49022
2 C -0.38524 -0.09602 -1.62220
3 C -0.59931 -0.97479 1.64442
4 N 1.09134 3.69684 -0.06110
5 Si 0.27317 -0.35816 0.06126
6 Br 2.05657 -1.69626 -0.29321
7 H -1.27983 0.44823 -1.61142
8 H 0.41952 0.44801 -2.22842
9 H -0.38642 -1.00188 -2.28746
10 H 0.09461 -1.46326 2.45904
11 H -1.08094 -0.07923 2.02518
12 H -1.40134 -1.62521 1.42368

Cartesian forces (eV/Å) of the 3 atoms listed first:
C -0.6 -3.9 0.6
C 2.4 -0.3 -1.7
C 2.1 1.0 0.9

Properties
Total energy in a.u.: -3036.08931
Highest occupied orbital energy in eV: -9.6004
E_LUMO in eV: -2.12
Frontier orbital gap in Eh: 0.27504

C19H18GdNO | ωB97M-V with the def2-TZVPD basis set

Element x y z (Å)
1 C 0.57245 -1.40080 3.64923
2 C -0.88841 -1.74130 3.42589
3 C -1.06773 -2.19677 2.15308
4 H -1.60912 -1.72665 4.25087
5 C 0.22925 -2.24556 1.47018
6 C 1.20581 -1.69681 2.30204
7 H 2.29073 -1.71135 2.16988
8 H 0.98717 -1.97550 4.51410
9 H -1.99995 -2.52773 1.69005
10 H 0.39242 -2.73953 0.51483
11 C -1.11055 2.35047 1.67623
12 C -1.11293 1.40489 2.72907
13 C 0.25019 1.15270 3.09461
14 H -2.00010 1.02275 3.25824
15 C 1.09513 2.01356 2.29031
16 C 0.24441 2.73277 1.39651
17 H 0.55656 3.48714 0.66306
18 H -1.98029 2.77125 1.15748
19 H 0.67887 0.99746 5.86917
20 H 2.16510 2.12910 2.42805
21 Gd 0.32842 0.19708 0.76683
22 O -1.40879 0.10454 -0.39092
23 C -1.39396 -0.86840 -1.41225
24 C -0.10432 -1.04349 -2.14141
25 H -1.68876 -1.83944 -0.97269
26 H -2.17591 -0.52308 -2.09903
27 H 0.45001 -1.94797 -1.89864
28 H 1.11521 -2.00838 -4.33812
29 C 0.83290 -0.95588 -4.41865
30 C 0.21593 -0.32151 -3.28989
31 C -0.08442 1.07519 -3.42405
32 H -0.50879 1.60075 -2.56383
33 C 0.14005 1.73593 -4.61995
34 H -0.09649 2.79323 -4.70096
35 C 0.64023 1.06596 -5.74434
36 H 0.77750 1.59138 -6.69167
37 C 0.98300 -0.28653 -5.62390
38 H 1.35870 -0.81994 -6.49604
39 N 1.04510 0.23736 5.28460
40 C 0.67537 0.11312 4.07202

Cartesian forces (eV/Å) of the 3 atoms listed first:
C 0.2 0.9 -0.5
C 0.3 -0.6 -0.5
C -0.1 0.1 0.7

Properties
Multiplicity: 8
Total energy in a.u.: -1630.29753
Highest occupied orbital energy (spin up / spin down) in eV: -6.8342 / -5.7029
⟨S²⟩: 16.4649
E_LUMO (spin up / spin down) in eV: -0.80 / -0.78
Frontier orbital gap (spin up / spin down) in Eh: 0.22164 / 0.18083

C18H21CrN3S | ωB97M-V with the def2-TZVPD basis set

Element x y z (Å)
1 Cr -0.46191 -0.81485 -0.45969
2 C -0.96095 2.05452 -1.44846
3 C 0.41098 1.95057 -0.85330
4 C 1.24632 3.07969 -0.74977
5 C 2.46337 2.95378 -0.14936
6 C 2.88540 1.70698 0.36535
7 C 4.12866 1.51530 1.01129
8 C 4.44591 0.28066 1.49700
9 C 3.55198 -0.80455 1.36662
10 C 2.34090 -0.66176 0.73952
11 S 1.19936 -2.00605 0.57926
12 C 2.00850 0.61901 0.22866
13 N 0.79184 0.77518 -0.39226
14 H -1.01439 2.84631 -2.19359
15 H -1.69338 2.25623 -0.66438
16 H -1.26785 1.12922 -1.95243
17 H 0.90517 4.02753 -1.14225
18 H 3.11936 3.81125 -0.05780
19 H 4.80880 2.35067 1.11500
20 H 5.39232 0.12344 1.99664
21 H 3.82436 -1.77043 1.77286
22 N 0.22069 -1.47356 -2.50316
23 C -0.23711 -2.87684 -2.66597
24 C -1.65693 -2.98953 -2.15440
25 N -1.67949 -2.53994 -0.73949
26 H -0.04975 -0.91931 -3.31036
27 H 1.23513 -1.44259 -2.45823
28 H 0.42608 -3.50345 -2.06832
29 H -0.17356 -3.21346 -3.70042
30 H -2.03515 -4.00593 -2.26465
31 H -2.31505 -2.32718 -2.72036
32 H -1.24853 -3.24602 -0.14519
33 H -2.62824 -2.43848 -0.39185
34 C -3.21403 0.97963 3.05399
35 C -1.84361 0.84935 3.25244
36 C -1.04479 0.29042 2.26500
37 C -1.59629 -0.16485 1.06092
38 C -2.97744 -0.03207 0.88885
39 C -3.78259 0.54235 1.86854
40 H -3.83608 1.41840 3.82323
41 H -1.39920 1.18362 4.18159
42 H 0.02062 0.19783 2.44719
43 H -3.46087 -0.35280 -0.03385
44 H -4.84854 0.64170 1.70560

Cartesian forces (eV/Å) of the 3 atoms listed first:
Cr -0.1 -0.3 0.0
C 0.0 0.0 0.0
C 0.0 0.1 0.0

Properties
Charge: +1
Multiplicity: 4
Total energy in a.u.: -2305.29577
Highest occupied orbital energy (spin up / spin down) in eV: -10.6776 / -10.9564
⟨S²⟩: 3.8334
E_LUMO (spin up / spin down) in eV: -3.54 / -3.25
Frontier orbital gap (spin up / spin down) in Eh: 0.26213 / 0.28308

CH2N4O2 | ωB97M-V with the def2-TZVPD basis set

Element x y z (Å)
1 H -2.04350 0.33187 -0.64053
2 N -1.79070 -0.57089 -0.05677
3 C -0.54434 -0.67241 0.14419
4 N 0.26484 -1.70219 0.49521
5 N 1.46843 -1.42673 0.13899
6 O 1.50631 -0.15081 -0.38955
7 N 0.33693 0.36036 -0.26281
8 O 0.50560 1.42851 0.61153
9 H 0.29643 2.40229 -0.04026

Cartesian forces (eV/Å) of the 3 atoms listed first:
H 1.0 -2.2 1.9
N -0.5 0.9 -0.8
C -1.6 2.7 -1.3

Properties
Total energy in a.u.: -408.57235
Highest occupied orbital energy in eV: -9.9728
Structure (SMILES): [H]/N=c1/nnon1O
E_LUMO in eV: -0.96
Frontier orbital gap in Eh: 0.33140

C21H24F6NO22 | ωB97M-V with the def2-TZVPD basis set

Element x y z (Å)
1 C -1.11988 -0.40895 -0.66649
2 C -2.22473 -0.23136 0.37771
3 O -3.27090 -0.91720 0.20921
4 O -2.06675 0.62577 1.28143
5 H -0.11616 -0.21603 -0.29452
6 H -1.29273 0.25716 -1.51036
7 H -1.12737 -1.44631 -1.01470
8 C 2.62257 1.12237 -0.11239
9 C 2.50946 1.77276 1.24693
10 O 3.66761 2.56650 1.31107
11 C 4.54472 2.22707 0.33306
12 O 5.63673 2.66261 0.22261
13 O 3.97091 1.35287 -0.51931
14 F 2.61600 0.84865 2.27411
15 H 1.98613 1.67460 -0.80317
16 H 2.39065 0.06162 -0.13160
17 H 1.63167 2.39414 1.39692
18 C -1.08715 -1.91555 3.62953
19 C -0.77394 -2.23061 5.06990
20 O 0.58857 -1.90593 5.13645
21 C 1.12473 -2.18943 3.88944
22 O 2.27901 -2.35825 3.69989
23 O 0.14093 -2.23698 2.97171
24 F -0.91919 -3.56512 5.34107
25 H -1.32173 -0.86511 3.43056
26 H -1.95236 -2.47475 3.27432
27 H -1.32573 -1.62093 5.78042
28 C -1.97062 -4.35494 -0.00843
29 C -2.41494 -5.80756 -0.22167
30 O -1.23023 -6.52748 -0.38164
31 C -0.15641 -5.69561 -0.26576
32 O 0.97011 -6.05450 -0.28338
33 O -0.55191 -4.42184 -0.14626
34 F -3.14602 -5.91826 -1.38750
35 H -2.24701 -4.00954 0.98547
36 H -2.42138 -3.71169 -0.76058
37 H -3.02812 -6.26297 0.55185
38 C -0.58673 4.88367 -2.80650
39 C 0.04851 3.56758 -3.19769
40 O 0.80093 3.28859 -2.02761
41 C 1.18762 4.48086 -1.48927
42 O 2.03224 4.61671 -0.67713
43 O 0.43314 5.48567 -1.99902
44 F 0.87162 3.68274 -4.27751
45 H -1.44784 4.69346 -2.15993
46 H -0.89729 5.48690 -3.65370
47 H -0.62587 2.73182 -3.35672
48 C 2.26461 0.06473 -3.19172
49 C 1.80191 -0.67271 -4.42881
50 O 2.45860 -0.00609 -5.45262
51 C 2.86120 1.22993 -5.00700
52 O 3.34623 2.05253 -5.69540
53 O 2.58491 1.35213 -3.69453
54 F 0.43748 -0.51908 -4.58217
55 H 3.18064 -0.34604 -2.75982
56 H 1.49541 0.08457 -2.42460
57 H 1.96895 -1.74551 -4.41994
58 C 1.11624 1.89077 4.77449
59 C 0.52021 3.16223 5.35788
60 O -0.84410 2.85670 5.37249
61 C -1.10456 1.92713 4.38354
62 O -2.18727 1.60505 4.07577
63 O 0.06421 1.43105 3.91134
64 F 0.78409 4.24580 4.57853
65 H 1.32538 1.15982 5.55691
66 H 2.01594 2.05449 4.19001
67 H 0.82436 3.35388 6.38465
68 C -3.93806 -0.54470 -3.41402
69 N -4.01446 -1.98434 -3.79076
70 O -3.31268 -2.75435 -3.17769
71 O -4.76260 -2.28955 -4.69867
72 H -2.91916 -0.21068 -3.60197
73 H -4.17940 -0.52778 -2.35157
74 H -4.51898 -0.00720 -4.15515

Cartesian forces (eV/Å) of the 3 atoms listed first:
C 0.3 -0.7 -0.1
C -1.1 0.7 0.8
O 0.5 -0.3 -0.4

Properties
Charge: -1
Total energy in a.u.: -3123.95991
Highest occupied orbital energy in eV: -5.2330
E_LUMO in eV: 2.05
Frontier orbital gap in Eh: 0.26755

C10H34F3GaN17O12S | ωB97M-V with the def2-TZVPD basis set

Element x y z (Å)
1 O 0.24177 -1.46952 2.91900
2 C 0.23757 -0.71384 2.05039
3 F 0.09508 -1.18265 0.76537
4 N 0.40380 0.69239 2.14306
5 Ga -1.23987 1.69643 1.69666
6 S -2.96893 0.16234 1.36320
7 O -2.97396 -0.93394 2.31568
8 O -2.85999 -0.34309 0.01338
9 F -4.43881 0.88901 1.50787
10 C 1.46382 0.97665 1.24073
11 O 1.37654 1.38634 0.16350
12 F 2.65958 0.66727 1.75529
13 H -1.03288 2.55638 0.37479
14 H -1.59347 2.74219 2.85864
15 C 4.57000 3.57267 1.14647
16 O 3.78202 3.52381 2.07055
17 N 5.72123 4.30926 1.19787
18 N 4.37207 2.89563 -0.02688
19 H 6.37903 4.35723 0.44293
20 H 5.91122 4.82898 2.04972
21 H 3.53453 2.34190 -0.10464
22 H 5.00973 2.92513 -0.79884
23 C -3.27134 -5.04473 1.26514
24 O -3.75981 -6.17053 1.26466
25 N -3.72682 -4.04053 2.04479
26 N -2.21403 -4.71169 0.46721
27 H -3.32694 -3.11441 2.04438
28 H -4.50454 -4.23673 2.64944
29 H -1.85070 -5.43566 -0.12446
30 H -1.78978 -3.79890 0.44089
31 C 6.29436 7.60200 2.34755
32 O 6.31710 6.50904 2.88671
33 N 6.35505 8.76635 3.05430
34 N 6.20406 7.75051 0.99539
35 H 6.33648 9.67528 2.63309
36 H 6.42029 8.69223 4.05324
37 H 6.15194 6.91173 0.44540
38 H 6.18217 8.63890 0.53249
39 C -0.74184 -5.47344 4.72591
40 O -1.59410 -5.26347 5.57018
41 N -0.92681 -5.19557 3.40568
42 N 0.47914 -6.00958 5.03572
43 H -0.23640 -5.36260 2.69961
44 H -1.81203 -4.79828 3.13959
45 H 0.65178 -6.22679 5.99954
46 H 1.19575 -6.19030 4.35936
47 C 0.49701 3.54514 -3.04543
48 O -0.39528 3.81439 -2.25690
49 N 0.41136 3.84593 -4.37677
50 N 1.65353 2.92696 -2.67064
51 H 1.13178 3.63570 -5.04053
52 H -0.42751 4.30621 -4.69646
53 H 1.75864 2.68710 -1.69748
54 H 2.39267 2.70326 -3.30869
55 C -1.66283 -8.79241 -1.69918
56 O -0.79920 -9.34988 -2.35317
57 N -2.99477 -8.95435 -1.94880
58 N -1.37696 -7.95663 -0.65921
59 H -3.71996 -8.50394 -1.41963
60 H -3.24826 -9.56148 -2.70645
61 H -0.40771 -7.81196 -0.44210
62 H -2.08038 -7.49055 -0.10612
63 C -4.59312 -4.47694 -3.52878
64 O -5.20816 -4.05760 -4.49511
65 N -4.15585 -5.76904 -3.44313
66 N -4.29008 -3.70159 -2.45234
67 H -3.65101 -6.13438 -2.65767
68 H -4.35932 -6.37489 -4.21617
69 H -4.59707 -2.74533 -2.47325
70 H -3.78409 -4.03263 -1.65079
71 C -1.01753 7.17861 -3.69372
72 O -1.19534 6.75519 -4.83020
73 N -1.42735 8.42759 -3.30968
74 N -0.40649 6.44932 -2.73282
75 H -1.29525 8.79624 -2.38766
76 H -1.88559 8.99238 -4.00050
77 H -0.09719 5.52136 -2.98346
78 H -0.25176 6.77477 -1.79769

Cartesian forces (eV/Å) of the 3 atoms listed first:
O -0.3 -2.2 2.2
C 0.3 2.1 -0.8
F 0.1 0.3 0.0

Properties
Charge: -1
Total energy in a.u.: -4858.19811
Highest occupied orbital energy in eV: -6.7125
E_LUMO in eV: 1.65
Frontier orbital gap in Eh: 0.30716

C9H11O3 | ωB97M-V with the def2-TZVPD basis set

Element x y z (Å)
1 C 2.95701 3.10551 1.67578
2 C 0.85272 -0.33798 0.03848
3 C 0.38803 0.95176 -0.27503
4 C 2.06372 -0.51838 0.78160
5 C 1.14543 2.03764 0.26950
6 C 2.82304 0.60565 1.22345
7 C 2.35833 1.88707 0.91564
8 O 0.11132 -1.42821 -0.17550
9 H -0.68057 -1.18612 -1.03064
10 H -0.64058 1.14646 -0.59236
11 H 2.16856 -1.44548 1.09103
12 H 0.64982 2.95807 0.09455
13 H 3.76590 0.47960 1.85993
14 H 3.76874 3.45650 0.86912
15 H 3.39818 2.86337 2.63249
16 H 2.27145 3.98114 1.73775
17 C -3.52311 -2.64921 -1.65300
18 C -2.85388 -1.36043 -0.97952
19 O -1.97297 -0.77731 -1.64466
20 O -3.27347 -1.01642 0.15640
21 H -3.39541 -2.54629 -2.74204
22 H -4.58635 -2.77389 -1.33648
23 H -2.90657 -3.48756 -1.25474

Cartesian forces (eV/Å) of the 3 atoms listed first:
C 1.2 0.6 -3.8
C -0.1 0.0 0.5
C 1.3 0.9 1.7

Properties
Charge: -1
Total energy in a.u.: -575.29903
Highest occupied orbital energy in eV: -4.4429
E_LUMO in eV: 3.43
Frontier orbital gap in Eh: 0.28918

C5H11NOS | ωB97M-V with the def2-TZVPD basis set

Element x y z (Å)
1 C 1.78356 0.71591 0.71115
2 N 0.78843 0.49911 -0.33156
3 C 1.37963 0.40993 -1.70582
4 C 0.02538 -0.71118 -0.11917
5 O 0.53555 -1.76728 0.14344
6 C -1.46012 -0.55048 -0.33504
7 C -2.17746 0.21892 0.75828
8 S -2.06419 -0.58856 2.36819
9 H 1.54755 0.19904 1.62537
10 H 2.76991 0.31334 0.45255
11 H 1.82466 1.76466 0.99403
12 H 1.37907 -0.61194 -2.07000
13 H 2.41759 0.73769 -1.65733
14 H 0.82714 1.08935 -2.34808
15 H -1.60919 -0.17810 -1.35490
16 H -1.81510 -1.58645 -0.40290
17 H -3.21940 0.33841 0.46348
18 H -1.76769 1.22858 0.76896
19 H -1.16534 -1.52098 2.03935

Cartesian forces (eV/Å) of the 3 atoms listed first:
C 0.5 -0.2 0.2
N 0.0 -0.6 -0.1
C -0.2 0.7 0.8

Properties
Total energy in a.u.: -725.26314
Highest occupied orbital energy in eV: -9.1304
Structure (SMILES): CN(C)C(=O)CCS
E_LUMO in eV: 0.85
Frontier orbital gap in Eh: 0.36660

> The highest total energy belongs to which entry?

CH2N4O2

> total energy of number 7 (C9H11O3)?

-575.29903 a.u.